Record 1
Entry from OMol25: a cluster of 6 separate species, C45H91N4O15S2 in total at a distorted geometry (wB97M-V/def2-TZVPD).

ORCA input file:
```
! wB97M-V def2-TZVPD RIJCOSX def2/J DEFGRID3
* xyz 1 1
C -5.56 -4.28 0.64
C -6.33 -3.87 -0.59
O -7.40 -4.38 -0.85
O -5.83 -2.87 -1.42
C -4.50 -3.14 -1.88
C -3.95 -1.81 -2.41
C -4.23 -0.73 -1.36
N -3.17 0.38 -1.27
C -3.38 0.98 0.11
C -2.37 0.34 1.08
C -2.77 -0.96 1.80
C -2.32 -2.26 1.11
C -0.92 -2.74 1.57
C -0.20 -3.35 0.36
N 1.15 -3.81 0.67
C 1.59 -4.97 0.12
C 2.84 -5.18 0.59
C 3.15 -4.10 1.42
C 2.09 -3.25 1.46
C -1.12 0.32 0.18
C -0.30 1.61 0.33
C 0.19 1.68 1.79
C 1.32 2.70 1.96
S 2.15 2.40 3.53
C 2.91 0.82 3.25
S 3.22 0.30 1.74
N 3.29 0.02 4.35
C 4.59 0.43 4.89
C 4.52 1.76 5.68
O 3.27 1.94 6.36
C 2.68 0.69 6.66
C 2.27 -0.08 5.39
C -1.74 0.02 -1.25
O -1.07 0.84 -2.18
N 0.03 0.06 -2.72
O 0.95 0.72 -2.91
H -6.15 -4.93 1.27
H -4.68 -4.84 0.31
H -5.18 -3.42 1.20
H -4.48 -3.87 -2.69
H -3.83 -3.52 -1.11
H -2.91 -1.90 -2.71
H -4.53 -1.60 -3.30
H -5.14 -0.22 -1.66
H -4.41 -1.10 -0.37
H -3.38 1.07 -1.98
H -4.40 1.12 0.43
H -3.00 1.99 -0.05
H -2.37 1.08 1.88
H -2.45 -0.99 2.84
H -3.87 -1.01 1.84
H -3.01 -3.05 1.41
H -2.38 -2.21 0.03
H -0.99 -3.45 2.39
H -0.37 -1.85 1.86
H -0.20 -2.68 -0.51
H -0.75 -4.25 0.11
H 1.00 -5.56 -0.56
H 3.46 -6.03 0.35
H 4.08 -3.98 1.95
H 1.96 -2.34 2.01
H -0.44 -0.52 0.29
H 0.59 1.62 -0.29
H -0.91 2.49 0.12
H 0.52 0.68 2.06
H -0.61 1.98 2.47
H 2.03 2.63 1.14
H 0.85 3.68 1.96
H 5.28 0.53 4.06
H 4.95 -0.34 5.57
H 5.37 1.78 6.37
H 4.61 2.58 4.98
H 1.79 0.85 7.26
H 3.37 0.08 7.24
H 1.29 0.23 5.03
H 2.16 -1.13 5.67
H -1.50 -1.02 -1.45
C 1.24 2.85 -5.33
O 1.04 3.29 -6.65
C 2.21 3.86 -7.23
C 2.92 2.88 -8.15
O 3.44 1.77 -7.42
C 2.63 0.61 -7.52
H 0.41 2.21 -5.06
H 2.17 2.28 -5.22
H 1.26 3.71 -4.64
H 2.90 4.22 -6.46
H 1.89 4.72 -7.82
H 3.77 3.39 -8.61
H 2.25 2.54 -8.94
H 2.77 0.14 -8.49
H 1.57 0.84 -7.37
H 2.95 -0.08 -6.74
C -7.10 -4.16 -4.32
O -6.05 -4.50 -5.21
C -6.26 -5.74 -5.87
C -6.77 -5.54 -7.28
O -8.06 -4.95 -7.30
C -8.05 -3.56 -7.57
H -6.99 -3.10 -4.06
H -8.08 -4.31 -4.77
H -7.03 -4.75 -3.40
H -6.95 -6.37 -5.30
H -5.30 -6.25 -5.92
H -6.85 -6.51 -7.77
H -6.07 -4.93 -7.86
H -7.88 -3.39 -8.63
H -7.29 -3.04 -6.98
H -9.03 -3.16 -7.30
C 8.60 5.13 -10.12
O 8.70 6.21 -9.20
C 7.62 7.12 -9.30
C 6.59 6.89 -8.20
O 5.95 5.64 -8.34
C 6.46 4.64 -7.48
H 9.30 4.36 -9.80
H 7.59 4.70 -10.13
H 8.87 5.46 -11.12
H 7.15 7.07 -10.28
H 8.04 8.13 -9.18
H 5.82 7.67 -8.28
H 7.06 6.98 -7.22
H 6.09 4.81 -6.46
H 7.55 4.63 -7.47
H 6.11 3.68 -7.83
C 7.83 4.12 11.00
O 6.42 4.27 11.14
C 5.73 4.30 9.90
C 5.10 2.96 9.58
O 6.08 1.96 9.36
C 6.27 1.11 10.48
H 8.23 3.85 11.97
H 8.08 3.35 10.27
H 8.27 5.07 10.68
H 6.40 4.61 9.09
H 4.94 5.05 9.99
H 4.52 3.06 8.65
H 4.41 2.67 10.38
H 5.44 0.40 10.57
H 6.35 1.68 11.41
H 7.20 0.56 10.33
C -6.91 -3.71 6.11
O -6.95 -2.46 6.76
C -5.66 -1.94 7.07
C -5.23 -0.89 6.07
O -5.04 -1.44 4.77
C -6.15 -1.20 3.91
H -7.89 -3.90 5.69
H -6.17 -3.73 5.31
H -6.68 -4.51 6.83
H -4.92 -2.75 7.12
H -5.73 -1.48 8.06
H -4.27 -0.47 6.39
H -5.96 -0.07 6.04
H -6.13 -0.16 3.57
H -7.10 -1.40 4.41
H -6.06 -1.86 3.05
*
```

Summary:
Maximum force = 0.05320 Eh/bohr
Gap between HOMO and LUMO = 6.766 eV
Energy = -106466.626 eV



Record 2
Entry from OMol25: a cluster of 2 separate species, C4H6N2O2 in total at a distorted geometry (wB97M-V/def2-TZVPD).

ORCA input file:
```
! wB97M-V def2-TZVPD RIJCOSX def2/J DEFGRID3
* xyz 0 1
C 1.77 1.20 0.06
N 0.55 1.44 -0.07
C -0.38 0.77 -0.82
C -0.43 -0.56 -1.07
N 0.37 -1.51 -0.48
H 2.33 1.91 0.68
H 2.24 0.38 -0.34
H -1.02 1.54 -1.10
H -1.15 -0.89 -1.65
H -0.09 -2.42 -0.48
H 0.85 -1.15 0.30
O -0.88 -1.02 1.95
C -1.68 -0.25 1.61
O -2.48 0.55 1.40
*
```

Summary:
Energy above the lowest of the compared OMol25 structures with the same formula, charge and spin = 188.22 kJ/mol
SMILES = C=N/C=C\N.O=C=O
Maximum force = 0.08833 Eh/bohr
Gap between HOMO and LUMO = 8.586 eV
Energy = -11319.091 eV



Record 3
Entry from OMol25: an isolated molecule of CH2Br3PS at a distorted geometry (wB97M-V/def2-TZVPD).

ORCA input file:
```
! wB97M-V def2-TZVPD RIJCOSX def2/J DEFGRID3
* xyz 0 1
S 1.54 2.71 0.18
P -0.25 2.11 -0.11
Br -1.26 2.63 -2.02
Br -1.64 2.88 1.47
C -0.62 0.27 0.05
Br -2.46 -0.25 0.21
H 0.04 -0.14 -0.96
H -0.13 -0.12 0.83
*
```

Summary:
Energy above the lowest of the compared OMol25 structures with the same formula, charge and spin = 34.32 kJ/mol
SMILES = S=P(Br)(Br)CBr
Maximum force = 0.11699 Eh/bohr
Gap between HOMO and LUMO = 9.177 eV
Energy = -231321.985 eV



Record 4
Entry from OMol25: a cluster of 7 separate species, C10H28Cl2N6O18P2S in total at a distorted geometry (wB97M-V/def2-TZVPD).

ORCA input file:
```
! wB97M-V def2-TZVPD RIJCOSX def2/J DEFGRID3
* xyz 0 1
C 2.92 -3.77 -1.43
C 1.37 -3.36 -1.49
Cl 0.11 -4.66 -1.54
C 1.01 -2.01 -1.53
Cl 2.41 -0.82 -1.53
P -0.75 -1.35 -1.61
O -0.40 -0.77 -3.23
C -1.09 0.46 -1.04
S 0.07 1.05 0.28
O -0.62 1.50 1.55
O 1.05 2.05 -0.28
P -1.32 -2.16 0.36
O -0.11 -2.53 1.24
O -2.37 -3.50 0.14
O -2.25 -1.05 1.29
H 3.50 -3.23 -2.25
H 3.33 -3.41 -0.42
H 3.08 -4.88 -1.49
H -1.86 -2.06 -2.21
H -1.23 -0.35 -3.57
H -0.87 1.10 -1.97
H -2.19 0.60 -0.79
H 0.82 -0.09 0.66
H -2.45 -3.67 -0.82
H -2.87 -1.61 1.81
C 6.99 -5.12 -2.07
N 5.75 -5.94 -2.13
O 5.54 -6.70 -1.21
O 5.03 -5.78 -3.10
H 7.52 -5.36 -1.16
H 7.59 -5.36 -2.95
H 6.69 -4.07 -2.08
C 3.41 -8.45 -3.56
N 2.04 -8.18 -4.06
O 1.50 -9.06 -4.71
O 1.55 -7.10 -3.79
H 3.71 -9.44 -3.87
H 4.07 -7.69 -3.98
H 3.38 -8.38 -2.47
C -3.70 2.96 1.61
N -5.07 3.20 1.10
O -5.60 2.32 0.45
O -5.57 4.28 1.38
H -3.38 1.96 1.30
H -3.05 3.72 1.19
H -3.73 3.02 2.70
C -4.36 0.47 6.02
N -4.25 1.19 4.72
O -3.85 0.55 3.76
O -4.58 2.37 4.72
H -4.04 -0.56 5.87
H -3.71 0.98 6.73
H -5.40 0.51 6.33
C 0.42 5.13 0.81
N -0.81 5.93 0.60
O -1.74 5.74 1.37
O -0.81 6.72 -0.33
H 0.28 4.48 1.66
H 0.59 4.55 -0.09
H 1.24 5.83 0.99
C -0.97 9.93 0.81
N 0.28 10.04 1.61
O 0.36 10.97 2.39
O 1.12 9.18 1.44
H -1.63 10.75 1.07
H -0.69 9.97 -0.24
H -1.43 8.97 1.05
*
```

Summary:
SMILES = C/C(Cl)=C(\Cl)[PH](O)(C[SH](=O)=O)P(=O)(O)O.C[N+](=O)[O-].C[N+](=O)[O-].C[N+](=O)[O-].C[N+](=O)[O-].C[N+](=O)[O-].C[N+](=O)[O-]
Maximum force = 0.11292 Eh/bohr
Gap between HOMO and LUMO = 9.406 eV
Energy = -111058.497 eV



Record 5
Entry from OMol25: an isolated molecule of C16H20FN3O5 (wB97M-V/def2-TZVPD).

ORCA input file:
```
! wB97M-V def2-TZVPD RIJCOSX def2/J DEFGRID3
* xyz 0 1
C -1.61 -1.28 1.84
C -2.40 -1.84 0.66
C -3.85 -2.08 1.07
C -1.76 -3.13 0.14
N -2.43 -0.84 -0.42
C -1.36 -0.34 -1.05
O -0.21 -0.63 -0.84
N -1.70 0.56 -2.09
C -2.49 1.68 -2.06
O -2.81 2.26 -3.06
C -2.95 2.16 -0.67
O -2.00 1.90 0.36
C -0.75 2.36 0.13
O -0.44 2.92 -0.88
C 0.17 2.03 1.28
N 1.26 1.22 0.80
C 2.54 1.68 0.80
O 2.85 2.71 1.37
C 3.54 0.81 0.13
C 4.88 1.04 0.44
C 5.89 0.29 -0.15
C 5.57 -0.69 -1.07
C 4.24 -0.90 -1.38
F 3.92 -1.85 -2.29
C 3.22 -0.17 -0.80
H -0.57 -1.13 1.56
H -2.03 -0.32 2.16
H -1.65 -1.97 2.67
H -3.89 -2.82 1.86
H -4.43 -2.46 0.23
H -4.31 -1.17 1.44
H -0.75 -2.93 -0.19
H -1.73 -3.87 0.94
H -2.33 -3.53 -0.69
H -3.34 -0.58 -0.76
H -1.11 0.50 -2.92
H -3.12 3.23 -0.77
H -3.87 1.67 -0.37
H -0.38 1.52 2.07
H 0.63 2.95 1.67
H 1.01 0.41 0.25
H 5.11 1.81 1.16
H 6.92 0.48 0.10
H 6.33 -1.28 -1.55
H 2.20 -0.38 -1.11
*
```

Summary:
Energy above the lowest of the compared OMol25 structures with the same formula, charge and spin = 0.00 kJ/mol
SMILES = CC(C)(C)NC(=O)NC(=O)COC(=O)CNC(=O)c1cccc(F)c1
Maximum force = 0.01600 Eh/bohr
Gap between HOMO and LUMO = 9.595 eV
Energy = -34344.045 eV



Record 6
Entry from OMol25: a structure of composition C19H19BIrN8 (wB97M-V/def2-TZVPD).

ORCA input file:
```
! wB97M-V def2-TZVPD RIJCOSX def2/J DEFGRID3
* xyz 2 2
Ir -0.03 -0.17 0.39
C 3.46 0.69 -1.68
C 2.82 0.25 -0.54
N 1.54 -0.06 -0.83
N 1.34 0.21 -2.15
C 2.48 0.66 -2.67
B -0.10 0.07 -2.72
N -0.68 -1.27 -2.17
C -1.17 -2.31 -2.85
C -1.55 -3.29 -1.94
C -1.28 -2.76 -0.69
N -0.76 -1.52 -0.85
N -0.93 1.20 -2.05
C -1.59 2.27 -2.50
C -2.05 3.00 -1.42
C -1.64 2.30 -0.30
N -0.97 1.21 -0.69
N -0.15 0.08 -4.20
C 0.70 -0.50 -5.11
C 0.09 -0.45 -6.33
C -1.16 0.17 -6.08
N -1.30 0.48 -4.81
H 4.49 0.98 -1.78
H 3.21 0.10 0.46
H 2.55 0.94 -3.71
H -1.21 -2.31 -3.92
H -1.98 -4.25 -2.15
H -1.40 -3.20 0.28
H -1.69 2.43 -3.56
H -2.61 3.92 -1.44
H -1.80 2.52 0.74
H 1.65 -0.92 -4.83
H 0.46 -0.82 -7.27
H -1.94 0.40 -6.78
C 0.27 -0.35 2.49
C -1.13 0.00 2.51
C -2.11 -0.97 2.18
C -3.45 -0.63 2.18
C -3.83 0.65 2.55
C -2.88 1.61 2.92
C -1.55 1.31 2.89
H 0.58 -1.39 2.59
H 0.98 0.37 2.90
H -1.80 -1.99 2.01
H -4.20 -1.37 1.93
H -4.89 0.90 2.58
H -3.21 2.59 3.24
H -0.81 2.04 3.19
*
```

Summary:
<S²> = 0.769
Energy above the lowest of the compared OMol25 structures with the same formula, charge and spin = 42.15 kJ/mol
Maximum force = 0.01827 Eh/bohr
Gap between HOMO and LUMO (alpha / beta) = 6.309 / 5.308 eV
Energy = -35432.181 eV



Record 7
Entry from OMol25: a cluster of 2 separate species, C4H11N3O2 in total at a distorted geometry (wB97M-V/def2-TZVPD).

ORCA input file:
```
! wB97M-V def2-TZVPD RIJCOSX def2/J DEFGRID3
* xyz 0 1
H 1.97 -0.67 2.18
N 1.90 -0.64 1.18
C 0.90 -0.96 0.50
N 0.91 -0.91 -0.89
N -0.45 -1.12 1.03
C -1.29 -2.09 0.30
H 0.20 -0.22 -1.18
H 1.79 -0.96 -1.38
H -0.61 -1.15 2.03
H -1.04 -2.02 -0.75
H -2.32 -1.89 0.58
H -1.09 -3.16 0.53
C 0.73 2.05 -0.04
C -0.51 2.23 -1.01
O -0.84 3.34 -1.26
O -1.24 1.12 -1.43
H 1.53 1.78 -0.73
H 0.41 1.36 0.73
H 0.82 3.09 0.26
H -1.78 0.81 -0.68
*
```

Summary:
Energy above the lowest of the compared OMol25 structures with the same formula, charge and spin = 193.59 kJ/mol
SMILES = [H]/N=C(/N)NC.CC(=O)O
Maximum force = 0.06491 Eh/bohr
Gap between HOMO and LUMO = 9.816 eV
Energy = -12890.824 eV



Record 8
Entry from OMol25: an isolated molecule of C6H10 at a distorted geometry (wB97M-V/def2-TZVPD).

ORCA input file:
```
! wB97M-V def2-TZVPD RIJCOSX def2/J DEFGRID3
* xyz 0 1
C -1.26 0.06 -1.71
C -0.51 -0.52 -0.81
C 0.27 -1.74 -1.29
C -0.28 -0.26 0.54
C 0.45 0.91 0.81
C 0.63 1.48 2.14
H -1.38 -0.35 -2.68
H -1.87 0.92 -1.52
H 0.29 -1.80 -2.35
H 1.39 -1.61 -0.93
H -0.16 -2.66 -0.89
H -0.42 -1.12 1.22
H 0.92 1.56 -0.12
H -0.15 2.23 2.30
H 1.54 2.11 2.33
H 0.54 0.79 2.97
*
```

Summary:
Energy above the lowest of the compared OMol25 structures with the same formula, charge and spin = 192.70 kJ/mol
SMILES = C=C(C)/C=C/C
Maximum force = 0.09453 Eh/bohr
Gap between HOMO and LUMO = 9.808 eV
Energy = -6381.862 eV



Record 9
Entry from OMol25: a structure of composition C27H38LuN8S2 (wB97M-V/def2-TZVPD).

ORCA input file:
```
! wB97M-V def2-TZVPD RIJCOSX def2/J DEFGRID3
* xyz 3 1
Lu 0.50 0.35 0.30
C -2.08 -1.32 1.36
N -1.51 -1.06 0.00
C -1.16 -2.32 -0.68
C 0.07 -2.93 -0.08
C 0.18 -4.28 0.15
C 1.36 -4.79 0.68
C 2.39 -3.91 0.96
C 2.21 -2.56 0.71
N 1.07 -2.07 0.19
C -2.49 -0.31 -0.81
C -2.68 1.07 -0.24
C -3.87 1.76 -0.37
C -3.96 3.04 0.15
C -2.86 3.59 0.79
C -1.71 2.84 0.87
N -1.61 1.60 0.37
C -1.11 -1.24 2.51
C -1.31 -2.00 3.64
C -0.47 -1.84 4.73
C 0.55 -0.90 4.67
C 0.68 -0.16 3.51
N -0.12 -0.33 2.44
H -2.60 -2.28 1.36
H -2.85 -0.56 1.54
H -0.96 -2.09 -1.73
H -1.99 -3.02 -0.66
H -0.65 -4.94 -0.08
H 1.47 -5.85 0.86
H 3.33 -4.25 1.37
H 2.98 -1.84 0.93
H -3.44 -0.84 -0.87
H -2.11 -0.24 -1.83
H -4.71 1.29 -0.86
H -4.88 3.60 0.06
H -2.90 4.58 1.22
H -0.83 3.24 1.37
H -2.12 -2.72 3.66
H -0.61 -2.44 5.62
H 1.22 -0.73 5.50
H 1.45 0.58 3.43
C 6.08 0.41 -1.46
N 4.80 0.15 -0.77
C 3.72 -0.20 -1.69
C 4.63 0.37 0.53
S 3.08 0.77 1.27
N 5.69 0.36 1.35
C 6.80 -0.61 1.19
C 5.68 1.01 2.66
H 5.85 0.93 -2.39
H 6.60 -0.52 -1.71
H 6.71 1.04 -0.85
H 3.98 -1.12 -2.21
H 3.57 0.59 -2.41
H 2.81 -0.36 -1.14
H 6.60 -1.30 0.37
H 6.87 -1.17 2.11
H 7.75 -0.10 1.01
H 5.17 1.97 2.62
H 6.72 1.18 2.94
H 5.21 0.38 3.42
C 0.50 5.16 -2.73
N 1.06 4.89 -1.41
C 1.40 6.01 -0.50
C 2.04 5.29 0.70
N 1.70 3.87 0.44
C 1.26 3.73 -0.84
S 0.97 2.23 -1.63
H -0.41 5.75 -2.63
H 0.26 4.22 -3.23
H 1.22 5.71 -3.33
H 0.49 6.55 -0.25
H 2.07 6.70 -1.01
H 1.63 5.63 1.64
H 3.12 5.42 0.72
H 2.34 3.15 0.76
*
```

Summary:
Energy above the lowest of the compared OMol25 structures with the same formula, charge and spin = 31.23 kJ/mol
Maximum force = 0.01212 Eh/bohr
Gap between HOMO and LUMO = 8.557 eV
Energy = -95809.604 eV



Record 10
Entry from OMol25: a cluster of 2 separate species, C7H14O in total at a distorted geometry (wB97M-V/def2-TZVPD).

ORCA input file:
```
! wB97M-V def2-TZVPD RIJCOSX def2/J DEFGRID3
* xyz 0 1
C -2.12 2.01 2.29
C -1.72 0.73 1.61
C -1.24 0.78 0.36
C -0.41 -0.28 -0.22
C -0.46 -1.35 -1.01
C 0.70 -2.23 -1.33
C 0.80 -2.68 -2.78
H -1.20 2.46 2.70
H -2.76 2.03 3.16
H -2.49 2.70 1.53
H -1.41 -0.10 2.24
H -1.39 1.63 -0.31
H 0.63 -0.04 0.10
H -1.40 -1.49 -1.53
H 1.60 -1.84 -0.86
H 0.42 -3.16 -0.80
H 1.39 -3.60 -2.84
H -0.08 -2.96 -3.35
H 1.34 -1.94 -3.38
O 3.47 3.29 1.36
H 3.40 2.41 1.00
H 2.94 3.66 2.05
*
```

Summary:
Energy above the lowest of the compared OMol25 structures with the same formula, charge and spin = 245.91 kJ/mol
SMILES = C/C=C/C=C/CC.O
Maximum force = 0.05023 Eh/bohr
Gap between HOMO and LUMO = 9.964 eV
Energy = -9531.218 eV



Record 11
Entry from OMol25: an isolated molecule of C7H11N3O (wB97M-V/def2-TZVPD).

ORCA input file:
```
! wB97M-V def2-TZVPD RIJCOSX def2/J DEFGRID3
* xyz 0 1
C -0.06 2.24 0.94
C 0.72 1.47 -0.12
C 0.66 -0.05 0.13
N 1.50 -0.76 -0.81
C 2.50 -1.56 -0.40
O 2.84 -1.72 0.74
N -0.70 -0.54 0.06
C -1.56 -0.42 -1.00
C -2.71 -1.04 -0.61
N -2.58 -1.53 0.65
C -1.37 -1.22 1.02
H -1.11 1.95 0.94
H 0.01 3.31 0.75
H 0.35 2.04 1.93
H 1.77 1.77 -0.11
H 0.31 1.69 -1.11
H 1.05 -0.28 1.12
H 1.25 -0.71 -1.79
H 3.01 -2.06 -1.25
H -1.30 0.08 -1.91
H -3.63 -1.16 -1.15
H -0.93 -1.47 1.97
*
```

Summary:
Energy above the lowest of the compared OMol25 structures with the same formula, charge and spin = 0.00 kJ/mol
SMILES = CC[C@H](NC=O)n1ccnc1
Maximum force = 0.01448 Eh/bohr
Gap between HOMO and LUMO = 9.697 eV
Energy = -13955.571 eV